An isolated ion of composition C6H7N4O2S and charge +1 in a non-equilibrium geometry. Source: the OMol25 dataset; level of theory: ωB97M-V with the def2-TZVPD basis set.

- Molecular weight: 199.2 g mol⁻¹
- Gap between HOMO and LUMO (spin up / spin down): 5.2 / 3.3 eV
- Multiplicity: 3
- Net charge: +1
- Energy: -27211.6204 eV

Element x y z (Å)
1 C -2.6753 -1.7207 -0.4612
2 C -1.7436 -0.8740 -0.9664
3 C 2.7326 -0.7752 0.2060
4 C 1.3600 -0.5934 0.2707
5 C -2.5532 -0.1510 1.0017
6 C 2.1912 1.3093 -0.0886
7 N -3.2088 -1.2677 0.7498
8 N 3.2603 0.4736 -0.0297
9 N -1.6246 0.0847 0.0342
10 N 1.0368 0.6869 0.0160
11 O -0.7810 2.1056 -1.3755
12 O -0.9891 2.2683 1.0782
13 S -0.8429 1.5102 -0.1204
14 H -2.9140 -2.6315 -0.8690
15 H -0.8614 -0.8711 -1.5937
16 H 3.1949 -1.7799 0.3431
17 H 0.4748 -1.3029 0.4030
18 H -2.6301 0.5545 1.8651
19 H 2.3497 2.4505 -0.2936
20 H 4.2239 0.5237 -0.1695

Results of the Mulliken charge analysis, in e, for atoms 1 through 5: number 1, C, carries -0.453; number 2, C, carries -0.261; number 3, C, carries -0.402; number 4, C, carries 0.057; number 5, C, carries 0.111


C5H11NO4 as an isolated structure in a non-equilibrium geometry. Source: the OMol25 dataset; level of theory: ωB97M-V with the def2-TZVPD basis set.

- Molecular weight: 149.1 g mol⁻¹
- Gap between HOMO and LUMO (spin up / spin down): 8.3 / 8.3 eV
- Energy above the lowest of the compared OMol25 structures with the same formula, charge and spin: 132.4 kcal/mol
- Multiplicity: 1
- Energy: -15038.8587 eV

Element x y z (Å)
1 C -1.5444 -0.1890 0.6736
2 C -1.0859 -1.6254 0.8901
3 C -0.6490 0.5488 -0.3611
4 O -0.8248 1.9164 -0.2375
5 O -2.8896 -0.1335 0.2322
6 O -0.6179 0.0698 -1.5380
7 H -0.5782 2.2993 -1.0913
8 H -2.9067 -0.4601 -0.6775
9 H -1.5162 0.3785 1.6058
10 H -0.0952 -1.6582 1.3399
11 H -1.0485 -2.1512 -0.0652
12 H -1.7951 -2.1292 1.5507
13 C 1.5337 1.1306 1.1558
14 C 2.0088 -0.6154 -1.9542
15 O 0.9777 0.2936 0.1527
16 N 1.7071 0.5062 -1.5071
17 H 1.1852 2.1570 1.0392
18 H 1.2395 0.7404 2.1348
19 H 2.6216 1.0800 1.0765
20 H 1.5923 -1.5586 -1.6098
21 H 2.6856 -0.5998 -2.8097

Results of the Mulliken charge analysis, in e, for atoms 1 through 5: number 1, C, carries 0.000; number 2, C, carries -1.141; number 3, C, carries 0.805; number 4, O, carries -0.550; number 5, O, carries -0.566


An isolated molecule of C15H21N5O4 in a non-equilibrium geometry. Source: the OMol25 dataset; level of theory: ωB97M-V with the def2-TZVPD basis set.

- Molecular weight: 335.4 g mol⁻¹
- Gap between HOMO and LUMO: 7.8 eV
- Energy above the lowest of the compared OMol25 structures with the same formula, charge and spin: 123.0 kcal/mol
- Multiplicity: 1
- SMILES string: O=[N+]([O-])c1c(NCCCO)cc(N2CCCCCC2)c2nonc12
- Energy: -31531.3061 eV

Element x y z (Å)
1 O 2.3248 -1.6308 3.8959
2 N 2.3504 -1.6875 2.6817
3 O 2.9164 -2.6285 2.0856
4 C 1.7239 -0.6974 1.9390
5 C 1.6392 -0.6789 0.5193
6 N 2.3324 -1.5796 -0.1857
7 C 2.1306 -2.0110 -1.5434
8 C 2.3454 -3.5245 -1.6205
9 C 1.1886 -4.3078 -0.9813
10 O 0.8516 -3.8905 0.3134
11 C 0.8724 0.3083 -0.1438
12 C 0.1827 1.3360 0.4750
13 N -0.4980 2.2869 -0.1993
14 C -1.2858 3.3006 0.4664
15 C -2.7140 2.8358 0.7647
16 C -3.4562 2.2994 -0.4599
17 C -2.8769 0.9791 -0.9788
18 C -1.7635 1.1381 -2.0171
19 C -0.7095 2.1883 -1.6250
20 C 0.2804 1.3443 1.9090
21 N -0.2370 2.1444 2.8131
22 O 0.1659 1.6915 4.0006
23 N 0.9381 0.6055 3.9001
24 C 1.0415 0.3403 2.6168
25 H 2.8582 -2.2258 0.4094
26 H 1.1150 -1.7736 -1.8722
27 H 2.8424 -1.5027 -2.2078
28 H 3.2821 -3.7741 -1.1162
29 H 2.4309 -3.8306 -2.6636
30 H 1.4384 -5.3790 -0.9955
31 H 0.2785 -4.1638 -1.5713
32 H 1.6151 -3.9794 0.9030
33 H 0.8676 0.2479 -1.2173
34 H -1.3140 4.1790 -0.1845
35 H -0.8021 3.5773 1.4028
36 H -2.6787 2.0598 1.5308
37 H -3.2606 3.6838 1.1794
38 H -4.4952 2.1328 -0.1694
39 H -3.4585 3.0459 -1.2567
40 H -2.5019 0.4018 -0.1309
41 H -3.6726 0.3901 -1.4388
42 H -1.2931 0.1637 -2.1575
43 H -2.1933 1.4360 -2.9751
44 H 0.2384 1.9781 -2.1284
45 H -1.0401 3.1707 -1.9658

Results of the Mulliken charge analysis, in e, for atoms 1 through 5: number 1, O, carries -0.658; number 2, N, carries 1.183; number 3, O, carries -0.877; number 4, C, carries -1.273; number 5, C, carries 0.404


A 7-piece molecular cluster, ClH12O6 overall. Source: the OMol25 dataset; level of theory: ωB97M-V with the def2-TZVPD basis set.

- Molecular weight: 143.5 g mol⁻¹
- Gap between HOMO and LUMO: 9.5 eV
- Energy above the lowest of the compared OMol25 structures with the same formula, charge and spin: 9.4 kcal/mol
- Multiplicity: 1
- Net charge: -1
- Energy: -25005.9314 eV

Element x y z (Å)
1 Cl -0.5154 -0.2877 -0.3615
2 O 1.2774 1.2574 2.5201
3 H 1.6014 0.4384 2.9040
4 H 0.7149 0.9734 1.7817
5 O -1.4847 -3.5024 0.3577
6 H -1.9128 -2.6390 0.3049
7 H -0.5460 -3.2917 0.3501
8 O -0.6608 2.7762 -0.9224
9 H -0.4866 1.8171 -0.7400
10 H -0.0586 3.2482 -0.3391
11 O -1.5770 0.4273 -3.2171
12 H -1.3731 0.3565 -2.2550
13 H -1.0988 1.2131 -3.5000
14 O -0.5587 -1.7981 2.8321
15 H 0.3278 -1.5713 3.1251
16 H -0.6383 -1.3863 1.9525
17 O 2.3549 0.6531 -1.9925
18 H 3.0578 0.8461 -1.3649
19 H 1.5764 0.4696 -1.4357

Results of the Mulliken charge analysis, in e, for atoms 1 through 5: number 1, Cl, carries -0.863; number 2, O, carries -0.622; number 3, H, carries 0.283; number 4, H, carries 0.330; number 5, O, carries -0.606


C6H6O as an isolated structure. Source: the OMol25 dataset; level of theory: ωB97M-V with the def2-TZVPD basis set.

- Molecular weight: 94.1 g mol⁻¹
- Gap between HOMO and LUMO: 10.3 eV
- Energy above the lowest of the compared OMol25 structures with the same formula, charge and spin: 90.6 kcal/mol
- Multiplicity: 1
- Energy: -8362.5775 eV

Element x y z (Å)
1 C -2.2686 1.2106 0.9750
2 C -1.3116 0.6545 0.4984
3 C -0.1734 -0.0119 -0.0619
4 C 0.3816 -1.3210 0.4676
5 C 1.2526 -0.1193 0.4334
6 O 1.8050 0.0748 -0.8581
7 C 0.4858 0.2834 -1.4069
8 H -3.1150 1.7028 1.4010
9 H 0.5771 -2.1408 -0.2214
10 H -0.0070 -1.6004 1.4432
11 H 1.7484 0.3387 1.2837
12 H 0.3609 1.3259 -1.7165
13 H 0.2642 -0.3972 -2.2376

Results of the Mulliken charge analysis, in e, for atoms 1 through 5: number 1, C, carries 0.061; number 2, C, carries -1.164; number 3, C, carries 0.773; number 4, C, carries -0.664; number 5, C, carries -0.036


A 2-piece molecular cluster, C4H14N2O overall in a non-equilibrium geometry. Source: the OMol25 dataset; level of theory: ωB97M-V with the def2-TZVPD basis set.

- Molecular weight: 106.2 g mol⁻¹
- Gap between HOMO and LUMO: 9.2 eV
- Energy above the lowest of the compared OMol25 structures with the same formula, charge and spin: 49.0 kcal/mol
- Multiplicity: 1
- SMILES string: CCCNCN.O
- Energy: -9401.4819 eV

Element x y z (Å)
1 C -2.0197 -1.4511 -1.1273
2 C -0.6408 -1.9376 -0.6391
3 C 0.0223 -1.0633 0.4590
4 N 0.2659 0.2922 -0.0013
5 C 1.5550 0.3776 -0.7610
6 N 2.7650 0.1675 -0.0170
7 H -2.3674 -0.6840 -0.4225
8 H -1.9536 -1.0155 -2.1257
9 H -2.8246 -2.1882 -1.0853
10 H 0.0398 -2.1133 -1.4781
11 H -0.7092 -2.9453 -0.1991
12 H -0.6272 -0.8734 1.3245
13 H 0.8177 -1.6620 0.8997
14 H -0.2790 0.9359 -0.5461
15 H 1.6839 1.3177 -1.2910
16 H 1.4197 -0.2820 -1.6186
17 H 2.7691 0.5922 0.9066
18 H 2.9261 -0.7972 0.2637
19 O -1.5668 3.0642 1.6714
20 H -0.7310 3.2226 2.1176
21 H -2.2141 3.3204 2.3307

Results of the Mulliken charge analysis, in e, for atoms 1 through 5: number 1, C, carries -1.075; number 2, C, carries -0.318; number 3, C, carries -0.825; number 4, N, carries -0.182; number 5, C, carries -0.617